# F6H24O12P

F6H24O12P as an isolated structure (ωB97M-V/def2-TZVPD, the Open Molecules 2025 dataset).

Computed properties:
Net charge: -1
ΔE to the lowest compared entry with this formula, charge and spin: 2256.11 kJ/mol
HOMO: -5.690 eV
LUMO: 2.505 eV
Orbital gap: 8.19 eV
Max |F|: 13.49 eV/A

CARTESIAN COORDINATES (ANGSTROEM)
P (19.492, 12.766, -32.162)
F (19.450, 13.371, -33.696)
F (19.916, 11.373, -32.775)
F (21.101, 13.177, -32.041)
F (19.637, 11.941, -30.699)
F (19.001, 14.058, -31.337)
F (17.936, 12.242, -32.130)
O (21.937, 12.026, -30.531)
H (21.065, 12.036, -30.925)
H (22.024, 11.146, -30.163)
O (23.054, 13.825, -31.563)
H (23.568, 13.280, -32.159)
H (22.595, 13.199, -31.002)
O (18.400, 16.243, -32.321)
H (17.926, 15.417, -32.421)
H (19.161, 16.019, -31.784)
O (21.025, 15.323, -31.643)
H (21.799, 14.809, -31.871)
H (20.613, 15.522, -32.484)
O (22.094, 12.022, -33.148)
H (21.445, 11.347, -32.949)
H (21.670, 12.844, -32.900)
O (21.017, 14.212, -29.438)
H (20.771, 14.501, -30.317)
H (21.462, 13.376, -29.577)
O (18.530, 10.276, -31.540)
H (17.619, 10.570, -31.542)
H (19.041, 11.077, -31.656)
O (20.258, 11.884, -35.370)
H (20.476, 12.278, -34.525)
H (19.788, 12.572, -35.841)
O (19.923, 14.073, -35.348)
H (20.877, 14.024, -35.398)
H (19.751, 14.679, -34.627)
O (17.762, 13.529, -29.987)
H (18.360, 13.740, -29.269)
H (18.289, 13.637, -30.778)
O (16.809, 11.582, -30.554)
H (17.395, 12.003, -31.183)
H (16.998, 12.016, -29.722)
O (18.574, 11.367, -28.850)
H (19.495, 11.305, -29.103)
H (18.324, 12.264, -29.071)

Forces on atoms 1 to 3 (eV/Å):
0.321 -0.938 -2.157
-2.605 -1.619 8.719
0.428 0.791 -2.240

---

# C10H21Cl3IO3P2Pr

C10H21Cl3IO3P2Pr as an isolated structure (ωB97M-V/def2-TZVPD, the Open Molecules 2025 dataset).

Computed properties:
Net charge: +2
Spin multiplicity: 3
HOMO (spin up / spin down): -15.258 / -15.256 eV
LUMO (spin up / spin down): -8.221 / -8.138 eV
Orbital gap (spin up / spin down): 7.04 / 7.12 eV
Max |F|: 6.23 eV/A

CARTESIAN COORDINATES (ANGSTROEM)
C (0.994, -0.149, -2.503)
I (2.756, 0.002, -1.266)
H (1.194, -0.681, -3.429)
H (0.583, 0.840, -2.709)
H (0.232, -0.725, -1.946)
Pr (-0.249, 0.113, 0.739)
P (0.146, 2.946, -0.298)
C (-1.140, 4.095, 0.320)
C (1.627, 3.642, 0.536)
H (1.793, 4.653, 0.158)
H (0.775, 4.708, -1.852)
H (2.494, 3.018, 0.310)
H (1.125, 3.089, -2.539)
H (-1.446, 3.797, 1.327)
H (1.469, 3.662, 1.615)
C (0.402, 3.683, -1.971)
H (-0.736, 5.114, 0.341)
H (-0.548, 3.708, -2.514)
H (-2.012, 4.057, -0.340)
P (0.411, -2.898, -0.593)
C (-0.966, -3.915, 0.052)
C (0.823, -3.817, -2.126)
H (2.635, -2.839, 0.376)
H (2.012, -4.521, 0.236)
H (1.425, -3.430, 1.541)
C (1.761, -3.486, 0.501)
H (1.646, -3.318, -2.655)
H (1.110, -4.850, -1.870)
H (-0.702, -4.979, -0.011)
H (-1.852, -3.740, -0.571)
H (-0.045, -3.825, -2.801)
H (-1.185, -3.604, 1.084)
C (-2.298, 1.050, -0.325)
O (-3.277, 1.488, -0.755)
Cl (-2.252, 0.375, 5.204)
C (-1.740, 0.090, 3.594)
Cl (-2.979, 0.586, 2.373)
Cl (-0.202, 1.304, 3.280)
C (-1.375, -1.404, 3.290)
O (-1.689, -2.289, 4.053)
O (-0.722, -1.550, 2.145)

Forces on atoms 1 to 3 (eV/Å):
-0.723 0.293 0.245
-0.873 0.063 -0.102
0.287 0.036 0.057

---

# C5H13NO

A 2-piece molecular cluster, C5H13NO overall (ωB97M-V/def2-TZVPD, the Open Molecules 2025 dataset).

Computed properties:
ΔE to the lowest compared entry with this formula, charge and spin: 206.38 kJ/mol
HOMO: -7.591 eV
SMILES: C/C=C(\C)NC.O
LUMO: 0.811 eV
Orbital gap: 8.40 eV
Max |F|: 2.27 eV/A

CARTESIAN COORDINATES (ANGSTROEM)
C (2.472, -0.391, 0.341)
N (1.109, -0.085, 0.727)
C (0.068, 0.163, -0.219)
C (-0.965, 0.915, 0.247)
C (-2.066, 1.314, -0.700)
C (0.152, -0.315, -1.628)
H (3.048, -0.720, 1.201)
H (2.456, -1.018, -0.527)
H (3.204, 0.462, 0.237)
H (1.005, 0.654, 1.403)
H (-1.092, 1.114, 1.293)
H (-1.550, 2.065, -1.370)
H (-2.444, 0.540, -1.381)
H (-2.958, 1.830, -0.365)
H (0.750, 0.402, -2.202)
H (-0.844, -0.429, -2.027)
H (0.597, -1.326, -1.870)
H (-1.702, -1.482, 2.270)
H (-0.373, -1.958, 1.886)
O (-0.866, -1.734, 2.685)

Forces on atoms 1 to 3 (eV/Å):
0.978 1.785 0.996
-0.471 -0.010 -0.738
0.124 0.580 1.729

---

# C5H14

A 2-piece molecular cluster, C5H14 overall (ωB97M-V/def2-TZVPD, the Open Molecules 2025 dataset).

Computed properties:
ΔE to the lowest compared entry with this formula, charge and spin: 79.24 kJ/mol
HOMO: -10.893 eV
SMILES: CCC.CC
LUMO: 1.098 eV
Orbital gap: 11.99 eV
Max |F|: 2.71 eV/A

CARTESIAN COORDINATES (ANGSTROEM)
C (1.251, -0.806, -0.749)
C (2.079, -2.066, -0.510)
C (1.933, 0.506, -0.365)
H (0.957, -0.622, -1.797)
H (0.204, -0.821, -0.302)
H (1.455, -2.973, -0.430)
H (2.384, -1.966, 0.549)
H (1.928, 0.497, 0.748)
H (2.958, 0.605, -0.681)
H (2.950, -2.228, -1.156)
H (1.301, 1.388, -0.543)
C (-2.249, 1.792, 0.611)
C (-2.530, 0.320, 0.804)
H (-3.015, 2.255, -0.005)
H (-2.164, 2.521, 1.475)
H (-1.302, 1.952, 0.090)
H (-2.960, 0.019, -0.170)
H (-1.747, -0.418, 1.069)
H (-3.434, 0.045, 1.365)

Forces on atoms 1 to 3 (eV/Å):
-1.580 1.005 -1.638
-0.782 -0.020 1.597
-1.044 -0.275 2.491

---

# C33H37MoN2O6STe

C33H37MoN2O6STe as an isolated structure (ωB97M-V/def2-TZVPD, the Open Molecules 2025 dataset).

Computed properties:
Net charge: +2
ΔE to the lowest compared entry with this formula, charge and spin: 21.47 kJ/mol
Spin multiplicity: 2
HOMO (spin up / spin down): -14.304 / -14.304 eV
LUMO (spin up / spin down): -6.801 / -6.812 eV
Orbital gap (spin up / spin down): 7.50 / 7.49 eV
Max |F|: 1.96 eV/A

CARTESIAN COORDINATES (ANGSTROEM)
Mo (-0.520, -0.043, -0.013)
O (-0.704, 2.683, 2.308)
C (-1.210, 1.636, 2.079)
O (-1.676, 1.282, 0.822)
C (-1.355, 0.515, 3.102)
C (-2.225, -0.624, 2.573)
C (-2.559, -1.649, 3.642)
C (-1.209, -2.378, 3.834)
C (-0.315, -1.641, 2.856)
O (-1.232, -1.347, 1.738)
C (0.013, -0.222, 3.364)
C (1.193, 0.251, 2.555)
O (2.295, 0.462, 2.919)
O (0.861, 0.307, 1.202)
H (-1.741, 0.955, 4.020)
H (-3.054, -0.308, 1.949)
H (-2.918, -1.164, 4.548)
H (-3.331, -2.331, 3.293)
H (-0.821, -2.306, 4.848)
H (-1.282, -3.430, 3.568)
H (0.527, -2.214, 2.479)
H (0.305, -0.214, 4.412)
S (1.650, -0.624, -1.828)
C (0.654, 0.671, -2.552)
C (0.753, 1.118, -3.847)
C (0.054, 2.282, -4.172)
C (-0.683, 2.940, -3.203)
C (-0.766, 2.400, -1.929)
N (-0.114, 1.272, -1.629)
H (1.378, 0.604, -4.563)
H (0.107, 2.679, -5.177)
H (-1.203, 3.860, -3.424)
H (-1.356, 2.837, -1.135)
C (-3.988, -1.917, -0.905)
C (-2.517, -2.160, -1.085)
O (-2.031, -3.218, -1.395)
N (-1.688, -1.029, -0.879)
Te (0.662, -2.689, -2.698)
C (1.957, -3.207, -4.241)
C (3.288, -3.586, -4.047)
C (4.019, -3.460, -2.743)
C (3.972, -4.099, -5.142)
C (3.376, -4.245, -6.387)
C (4.128, -4.823, -7.550)
C (2.054, -3.829, -6.544)
C (1.321, -3.302, -5.496)
C (-0.102, -2.865, -5.760)
C (1.087, -4.124, -1.199)
C (1.777, -3.981, 0.008)
C (2.590, -2.799, 0.473)
C (1.795, -5.094, 0.850)
C (1.184, -6.297, 0.534)
C (1.237, -7.474, 1.465)
C (0.531, -6.392, -0.690)
C (0.461, -5.326, -1.570)
C (-0.231, -5.539, -2.894)
H (-4.477, -2.053, -1.870)
H (-4.209, -0.921, -0.529)
H (-4.383, -2.675, -0.230)
H (3.599, -2.685, -2.103)
H (5.061, -3.200, -2.922)
H (4.001, -4.403, -2.191)
H (5.010, -4.384, -5.014)
H (5.153, -5.068, -7.283)
H (4.146, -4.120, -8.383)
H (3.639, -5.731, -7.904)
H (1.586, -3.913, -7.518)
H (-0.290, -2.844, -6.831)
H (-0.310, -1.861, -5.383)
H (-0.835, -3.549, -5.323)
H (2.251, -1.831, 0.115)
H (3.631, -2.919, 0.168)
H (2.598, -2.752, 1.560)
H (2.333, -5.008, 1.788)
H (1.641, -7.198, 2.437)
H (1.870, -8.259, 1.049)
H (0.245, -7.901, 1.608)
H (0.052, -7.323, -0.970)
H (-0.847, -6.434, -2.855)
H (0.493, -5.664, -3.704)
H (-0.927, -4.734, -3.161)

Forces on atoms 1 to 3 (eV/Å):
-1.758 -0.310 -0.813
-0.123 0.288 -0.010
-0.149 -0.340 -0.216

---

# C4H9NO

One molecule with the formula C4H9NO (ωB97M-V/def2-TZVPD, the Open Molecules 2025 dataset).

Computed properties:
ΔE to the lowest compared entry with this formula, charge and spin: 140.88 kJ/mol
HOMO: -9.835 eV
SMILES: CC(C)NC=O
LUMO: 0.947 eV
Orbital gap: 10.78 eV
Max |F|: 2.36 eV/A

CARTESIAN COORDINATES (ANGSTROEM)
C (-1.055, -0.077, 1.021)
C (-0.092, -0.213, -0.146)
C (-0.879, -0.167, -1.469)
N (0.945, 0.842, -0.114)
C (1.864, 0.297, 0.808)
O (1.664, 0.201, 1.994)
H (-1.808, -0.869, 0.953)
H (-1.559, 0.895, 1.006)
H (-0.505, -0.159, 1.958)
H (0.586, -1.126, 0.091)
H (-0.276, -0.320, -2.371)
H (-1.363, 0.818, -1.571)
H (-1.690, -0.904, -1.466)
H (1.380, 0.869, -1.036)
H (2.789, -0.087, 0.340)

Forces on atoms 1 to 3 (eV/Å):
-0.067 -0.012 0.103
0.077 -0.917 0.254
0.169 -0.103 0.102